Here is a cluster of 2 separate species, C3H2Cl2F2 in total from the Open Molecules 2025 dataset. Energies are from wB97M-V/def2-TZVPD.

```
9
Properties=species:S:1:pos:R:3:forces:R:3:mulliken_charge:R:1
C 1.4920 0.5295 0.2705 -0.1849 1.7181 0.7782 -0.712
C 1.9822 -0.5767 -0.1228 1.1767 -2.4373 -0.8924 0.751
C -2.7125 0.2328 -0.1744 -1.4301 0.2605 1.7491 -0.066
F 1.2833 -1.5663 -0.7472 0.1197 0.7255 0.3565 -0.197
F -3.2953 0.3692 1.0747 0.9270 -0.3611 -1.3475 -0.199
Cl 3.6533 -1.1798 -0.0094 -0.7272 0.6964 0.1469 -0.166
Cl -1.1662 -0.3208 -0.2607 0.6855 -0.5250 0.2294 -0.011
H 1.7273 1.4707 0.7748 -0.1438 -0.7460 -0.3880 0.321
H -2.9641 1.0413 -0.8055 -0.4229 0.6689 -0.6322 0.278
```
Forces are in eV/Å.

HOMO-LUMO gap (spin up / spin down)	9.9039 / 7.3457	eV
highest occupied orbital energy (spin up / spin down)	-10.1 / -8.8	eV
lowest unoccupied orbital energy (spin up / spin down)	-0.193 / -1.472	eV
calculated total energy	-33617.71958	eV

---

Here is a structure of composition C31H26CoN7O5S from the Open Molecules 2025 dataset. Energies are from wB97M-V/def2-TZVPD.

```
71
Properties=species:S:1:pos:R:3:forces:R:3:mulliken_charge:R:1
Co -0.5583 -0.8576 0.3111 0.5509 0.1236 -1.6012 0.068
O 3.6119 -1.1618 0.1780 -0.0558 0.0590 0.0965 -0.803
C 2.3956 -1.2043 0.0628 0.0350 -0.2647 -0.4865 0.059
O 1.5114 -0.5564 0.7205 -0.0815 0.1751 0.4654 -0.320
C 1.7842 -2.1090 -1.0155 0.0566 0.1041 0.1229 0.488
C 2.4741 -2.9432 -1.8774 0.0829 0.0405 -0.0281 -0.828
C 1.7392 -3.6830 -2.7968 -0.0314 -0.0076 0.0406 -0.499
C 0.3528 -3.5790 -2.8294 -0.0475 -0.0026 -0.0917 -0.798
C -0.2580 -2.7302 -1.9247 -0.1086 0.1384 0.0395 0.314
N 0.4663 -2.0339 -1.0633 0.0285 -0.1364 -0.0861 0.964
C -1.7654 -2.5012 -1.7460 0.2066 -0.0082 -0.0650 0.242
O -2.5330 -2.9109 -2.6009 -0.0133 -0.0813 0.0085 -0.761
O -2.0387 -1.8948 -0.6511 -0.3244 -0.1009 0.0463 -0.470
H 3.5521 -2.9899 -1.8160 0.0027 -0.0230 0.0013 0.612
H 2.2474 -4.3461 -3.4854 0.0017 -0.0058 -0.0006 0.438
H -0.2603 -4.1350 -3.5249 0.0175 -0.0011 -0.0153 0.610
S -1.1744 0.7299 1.8836 0.0812 -0.6691 1.3988 -0.435
C -0.8905 -0.3960 3.1937 -0.8880 3.6030 -1.9298 0.239
N -1.1827 -0.0420 4.4524 0.1092 -0.7620 0.8520 -0.773
N -0.6639 0.9861 5.0719 -0.4613 -0.0598 -0.3589 0.324
C 0.6316 1.5033 4.9927 0.6768 0.3698 -0.2599 0.635
C 1.0522 2.3332 6.0371 -0.2634 -0.0944 -0.0458 -0.566
C 2.3307 2.8543 6.0377 0.0657 0.0320 -0.0197 -0.660
C 3.2058 2.5617 4.9994 -0.0177 -0.0022 -0.0205 -0.458
C 2.7863 1.7457 3.9585 0.1215 0.0520 0.0514 -0.949
C 1.5090 1.2147 3.9443 -0.2877 -0.2141 0.0798 0.820
N -0.4820 -1.6239 2.9586 0.6905 -3.2153 -0.8385 -0.834
N -0.4669 -2.0593 1.7322 -0.3924 -0.1416 3.2617 1.300
C 0.1628 -3.3223 1.6320 0.3754 -0.5803 0.4185 0.445
C -0.3828 -4.3222 0.8314 -0.2082 0.2643 -0.0931 -0.342
C 0.2402 -5.5545 0.7528 0.0066 -0.0996 0.0311 -0.663
C 1.4042 -5.8029 1.4671 -0.0426 0.0408 -0.0132 -0.496
C 1.9371 -4.8133 2.2818 0.0764 0.0062 0.0233 -0.730
C 1.3183 -3.5815 2.3741 -0.1432 0.2028 -0.0408 -0.072
H -1.2072 1.2642 5.8736 0.0365 -0.0418 0.1318 0.237
H 0.3727 2.5483 6.8548 0.0128 0.0224 0.0003 0.327
H 2.6513 3.4887 6.8535 -0.0266 -0.0127 0.0171 0.360
H 4.2096 2.9646 5.0064 -0.0089 0.0115 -0.0160 0.398
H 3.4569 1.5166 3.1409 -0.0253 -0.0529 -0.0161 0.465
H 1.2028 0.5802 3.1251 0.2519 0.1129 -0.0142 -0.039
H -1.3134 -4.1420 0.3138 -0.0217 0.0971 -0.0776 0.461
H -0.1977 -6.3323 0.1406 0.0001 0.0267 -0.0079 0.440
H 1.8857 -6.7697 1.3975 0.0129 0.0131 -0.0020 0.407
H 2.8378 -4.9990 2.8522 0.0042 -0.0016 -0.0300 0.382
H 1.7135 -2.7975 3.0036 0.0845 0.0148 -0.0236 0.429
C -0.9230 4.4229 -3.6321 0.0410 0.0988 -0.0249 -1.106
N -0.3878 3.1708 -3.1402 -0.0280 -0.0307 -0.2492 0.021
N -1.1350 2.2979 -2.3746 0.0567 0.0816 0.2412 0.485
C -0.2887 1.3908 -1.7743 -0.0715 -0.1226 0.0203 0.370
O -0.7276 0.4637 -1.0726 -0.2353 1.1248 -0.9842 -0.542
C 1.0233 1.7440 -2.1866 0.2099 0.0714 0.0555 -0.911
C 0.9166 2.8443 -2.9928 -0.1088 -0.2059 -0.0152 0.553
C 1.9791 3.6329 -3.6710 -0.0228 0.0514 0.0542 -1.634
C -2.5495 2.2114 -2.4422 -0.1002 0.0014 -0.1003 -0.001
C -3.1963 2.2540 -3.6723 0.0642 -0.0451 0.0366 0.124
C -4.5782 2.1712 -3.7184 0.0208 0.0219 -0.0190 -0.711
C -5.3069 2.0231 -2.5479 -0.0608 -0.0047 -0.0420 -0.424
C -4.6522 1.9523 -1.3275 -0.0105 0.0032 -0.0177 -0.803
C -3.2722 2.0525 -1.2672 0.0471 0.0333 -0.0037 -0.244
H -1.9134 4.5786 -3.2167 -0.0100 0.0009 0.0335 0.402
H -0.9994 4.4207 -4.7205 -0.0247 -0.0280 0.0177 0.328
H -0.2810 5.2485 -3.3266 -0.0086 -0.0122 0.0360 0.392
H 1.9229 1.2239 -1.9055 -0.0057 0.0196 0.0270 0.541
H 2.9314 3.1205 -3.5640 0.0125 0.0144 -0.0191 0.371
H 2.0745 4.6273 -3.2302 0.0084 -0.0021 0.0003 0.340
H 1.7559 3.7548 -4.7313 0.0365 -0.0052 -0.0090 0.344
H -2.6202 2.3274 -4.5860 0.0151 0.0153 0.0084 0.486
H -5.0818 2.2054 -4.6754 -0.0103 -0.0076 0.0089 0.381
H -6.3854 1.9506 -2.5937 0.0070 -0.0106 0.0274 0.393
H -5.2172 1.8225 -0.4144 0.0134 -0.0202 0.0020 0.400
H -2.7563 1.9915 -0.3204 0.0253 0.0258 0.0107 0.475
```
Forces are in eV/Å.

<S²>	6.17
HOMO-LUMO gap (spin up / spin down)	6.0553 / 6.4693	eV
highest occupied orbital energy (spin up / spin down)	-8.0 / -8.5	eV
lowest unoccupied orbital energy (spin up / spin down)	-1.903 / -2.011	eV
calculated total energy	-101697.75951	eV
2S+1	5